Record 1
{"formula": "C40H61As3FN4OPSe2SiTi", "method": "ωB97M-V/def2-TZVPD", "species": ["Ti", "C", "As", "C", "C", "C", "C", "C", "As", "C", "C", "C", "As", "C", "C", "H", "H", "H", "H", "H", "H", "H", "H", "H", "H", "H", "H", "H", "H", "H", "H", "H", "H", "H", "H", "H", "H", "H", "H", "H", "H", "H", "Se", "P", "Se", "C", "C", "C", "C", "C", "C", "C", "C", "C", "C", "C", "C", "H", "H", "H", "H", "H", "H", "H", "H", "H", "H", "C", "Si", "C", "C", "N", "C", "C", "C", "C", "C", "C", "F", "H", "H", "H", "H", "H", "H", "H", "H", "H", "H", "H", "H", "H", "N", "C", "O", "C", "C", "N", "C", "N", "H", "H", "C", "C", "C", "C", "H", "H", "H", "H", "H", "H", "H", "H", "H"], "coordinates": [[-0.14528, -0.00076, 0.27828], [0.74856, -1.61264, -3.77856], [-0.49328, -0.77530, -2.50656], [-1.67509, -2.33030, -2.54899], [-1.61318, 0.23063, -3.80552], [-1.26702, 1.59526, -4.44902], [-2.45682, 1.95132, -5.35349], [-1.14536, 2.78693, -3.46837], [0.33109, 2.92013, -2.15817], [-0.21398, 4.67159, -1.47750], [1.66785, 3.72010, -3.38806], [0.04282, 1.51331, -5.25348], [0.33480, 0.42323, -6.87654], [-1.06535, -0.95470, -6.97607], [-0.50278, 1.63178, -8.18881], [0.16832, -2.17351, -4.51156], [1.37426, -2.30874, -3.22038], [1.39553, -0.90004, -4.28475], [-2.03597, -2.49960, -3.56640], [-2.50824, -2.20625, -1.87020], [-1.10675, -3.19469, -2.21693], [-2.57039, 0.31887, -3.29578], [-1.75302, -0.48472, -4.61596], [-3.35099, 2.11428, -4.74507], [-2.67860, 1.15020, -6.06226], [-2.25578, 2.86880, -5.91670], [-2.06188, 2.85678, -2.87896], [-1.08393, 3.70430, -4.06193], [-0.48145, 5.32910, -2.30680], [0.60912, 5.12005, -0.92149], [-1.06927, 4.57849, -0.81490], [1.15847, 4.36121, -4.11275], [2.25421, 2.97015, -3.92024], [2.35280, 4.33569, -2.80355], [0.84097, 1.21170, -4.57594], [0.31067, 2.51657, -5.59766], [-0.85653, -1.76637, -6.27874], [-1.01715, -1.35594, -7.99000], [-2.07283, -0.57738, -6.79858], [-0.00390, 2.60166, -8.16782], [-1.56632, 1.77587, -7.99078], [-0.38511, 1.20987, -9.18775], [3.47002, -3.25174, -0.18948], [1.28393, -3.37916, 0.00679], [-1.96857, -1.51553, 0.89474], [1.05360, -4.54590, 1.46668], [-0.01711, -4.43152, 2.35198], [-0.20338, -5.36208, 3.37782], [0.67074, -6.42993, 3.52465], [1.74404, -6.55116, 2.64630], [1.93218, -5.61861, 1.63412], [0.79633, -4.65171, -1.27153], [-0.38493, -5.39024, -1.09515], [-0.83303, -6.27282, -2.07196], [-0.12341, -6.42378, -3.25781], [1.03852, -5.68652, -3.45190], [1.49801, -4.81733, -2.46311], [-0.72626, -3.62121, 2.23888], [-1.04397, -5.24269, 4.05639], [0.51958, -7.16043, 4.31467], [2.43982, -7.37968, 2.74925], [2.77760, -5.70890, 0.96038], [-0.96279, -5.25299, -0.18707], [-1.74489, -6.84108, -1.90795], [-0.47160, -7.11094, -4.02260], [1.59611, -5.78712, -4.37731], [2.42556, -4.27097, -2.60008], [2.96092, 0.26285, -2.24490], [3.26982, 0.82913, -0.48531], [4.99870, 0.13907, -0.16845], [3.50216, 2.71010, -0.40936], [2.02447, 0.27971, 0.59977], [2.48501, 0.01483, 1.89264], [3.63075, 0.56703, 2.49978], [4.02506, 0.22828, 3.78828], [3.29966, -0.67871, 4.54617], [2.15010, -1.23162, 3.98994], [1.79526, -0.85965, 2.72159], [0.66066, -1.36473, 2.18936], [3.75730, 0.63244, -2.90534], [2.00521, 0.59590, -2.64090], [2.98701, -0.83304, -2.24500], [5.51817, 0.00568, -1.12600], [4.92649, -0.84576, 0.30551], [5.62015, 0.78155, 0.47044], [4.00640, 3.07277, -1.31539], [4.11682, 2.99482, 0.45375], [2.54258, 3.22982, -0.31367], [4.21062, 1.29983, 1.94954], [4.91412, 0.69205, 4.20555], [3.61366, -0.95237, 5.54570], [1.53525, -1.94642, 4.52234], [-3.73599, 0.22594, -1.01316], [-3.09112, 1.39016, -0.73260], [-1.84083, 1.37528, -0.56943], [-3.88846, 2.57804, -0.75912], [-3.44268, 3.89309, -0.45357], [-3.16855, 4.98956, -0.20696], [-5.27181, 2.47976, -1.08738], [-6.39532, 2.40133, -1.35636], [-4.74054, 0.24994, -0.93719], [-3.29940, -0.56688, -0.52258], [0.96307, 2.81316, 3.16819], [-0.11099, 2.65478, 2.09557], [-1.23362, 3.65073, 2.38629], [-0.67964, 1.22206, 2.02441], [1.29447, 3.85812, 3.23315], [1.83251, 2.19550, 2.97152], [0.55769, 2.52433, 4.14633], [0.33324, 2.93130, 1.13241], [-1.70524, 3.40701, 3.34585], [-2.00323, 3.62527, 1.61635], [-0.84792, 4.67620, 2.44325], [-1.75527, 1.25058, 1.90169], [-0.45625, 0.64080, 2.91716]], "atomic_forces_ev_per_a": [[-1.836, -0.394, 1.633], [0.217, 0.067, 0.107], [-0.249, -0.207, -0.493], [-0.096, -0.048, 0.048], [0.132, 0.480, 0.087], [0.155, -0.068, 0.110], [-0.025, -0.003, -0.097], [-0.126, -0.283, 0.097], [0.153, -0.002, -0.242], [-0.053, -0.045, 0.123], [0.093, -0.049, -0.016], [-0.192, -0.077, 0.114], [0.046, 0.023, -0.151], [-0.092, -0.081, 0.058], [-0.128, 0.031, -0.041], [-0.002, -0.005, 0.082], [0.000, 0.030, -0.025], [0.007, 0.017, 0.028], [0.084, 0.055, -0.032], [-0.098, 0.098, 0.075], [0.063, -0.013, 0.000], [-0.156, 0.020, 0.108], [-0.033, -0.036, 0.058], [0.058, -0.002, -0.023], [-0.003, 0.114, 0.037], [-0.022, -0.049, 0.025], [-0.049, -0.031, 0.077], [-0.022, 0.033, -0.030], [-0.005, -0.009, -0.025], [0.099, -0.057, 0.000], [0.123, 0.010, -0.046], [0.016, -0.020, 0.023], [-0.039, -0.009, 0.045], [-0.014, -0.037, 0.046], [0.081, -0.013, 0.060], [0.023, 0.041, -0.045], [-0.021, 0.070, -0.094], [0.025, -0.003, -0.004], [0.102, -0.045, -0.039], [0.012, -0.029, 0.024], [0.084, 0.004, -0.010], [0.023, -0.016, 0.007], [0.040, 0.099, -0.153], [0.279, -0.443, -0.061], [1.620, 0.567, -0.274], [-0.070, -0.080, -0.099], [0.019, -0.034, 0.047], [0.030, 0.048, -0.079], [-0.032, 0.100, -0.003], [0.016, 0.043, -0.080], [-0.018, -0.101, 0.145], [-0.263, -0.061, 0.140], [0.098, 0.045, -0.183], [-0.006, 0.073, 0.156], [0.074, 0.049, -0.047], [-0.030, 0.061, 0.134], [-0.051, -0.147, -0.092], [0.019, 0.083, -0.054], [0.064, -0.024, -0.061], [0.023, 0.058, -0.044], [-0.047, 0.053, -0.013], [-0.012, 0.046, 0.009], [0.019, -0.052, -0.017], [0.072, 0.058, -0.004], [0.005, 0.043, 0.031], [0.009, -0.017, 0.028], [-0.003, -0.024, 0.049], [-0.106, 0.087, 0.027], [0.403, -0.015, -0.451], [0.211, -0.105, 0.330], [-0.156, 0.120, -0.028], [-0.918, -0.161, 0.350], [0.307, 0.167, -0.154], [-0.031, 0.081, -0.081], [0.041, 0.036, -0.046], [-0.042, -0.006, -0.056], [0.097, 0.000, 0.206], [0.038, -0.037, -0.029], [-0.243, -0.160, -0.071], [-0.092, -0.027, 0.127], [-0.058, 0.042, -0.088], [0.030, 0.108, 0.022], [-0.125, 0.034, 0.088], [0.029, 0.100, -0.091], [-0.087, -0.092, -0.183], [-0.054, -0.040, 0.126], [-0.075, -0.050, -0.103], [0.106, 0.006, -0.023], [-0.079, -0.077, 0.158], [-0.052, -0.033, -0.050], [-0.015, 0.012, -0.025], [-0.008, 0.006, -0.043], [-0.164, -0.027, -0.029], [-0.126, 0.030, -0.417], [0.788, 0.181, 0.273], [-0.251, 0.419, 0.012], [-0.150, -0.432, -0.112], [-0.113, -0.038, -0.037], [0.289, 0.105, 0.128], [0.077, -0.070, -0.005], [-0.075, 0.036, -0.020], [0.102, -0.026, -0.107], [0.006, 0.049, 0.016], [-0.159, -0.096, 0.098], [-0.041, 0.023, -0.038], [0.459, 0.153, -0.846], [-0.036, -0.103, -0.002], [0.062, -0.058, 0.026], [0.038, 0.035, -0.071], [0.041, 0.021, -0.108], [0.037, 0.025, -0.036], [0.040, -0.003, 0.077], [-0.060, -0.060, -0.012], [-0.152, 0.003, 0.098], [0.078, -0.065, 0.062]], "lowdin_charge": [0.554, -0.293, 1.143, -0.304, -0.314, -0.625, -0.072, -0.343, 1.154, -0.308, -0.325, -0.392, 1.127, -0.350, -0.362, 0.011, 0.002, -0.005, 0.032, -0.026, 0.000, 0.062, 0.036, 0.091, 0.052, 0.083, 0.062, 0.070, 0.028, 0.021, -0.032, 0.015, 0.007, 0.009, 0.016, 0.058, -0.006, 0.012, 0.007, 0.011, 0.005, 0.004, 0.131, 0.548, 0.266, -0.424, -0.128, -0.105, -0.126, -0.107, -0.138, -0.446, -0.115, -0.109, -0.126, -0.105, -0.162, 0.010, 0.092, 0.084, 0.088, 0.047, 0.101, 0.092, 0.084, 0.090, 0.036, -0.207, 0.349, -0.204, -0.186, -0.123, -0.345, -0.080, -0.103, -0.111, -0.008, -0.260, -0.109, 0.040, -0.066, 0.004, 0.029, -0.033, 0.019, 0.022, 0.018, -0.015, 0.073, 0.094, 0.087, 0.118, 0.120, -0.538, -0.224, -0.199, -0.253, 0.128, -0.272, 0.099, 0.084, -0.107, -0.081, -0.480, -0.093, -0.234, 0.073, 0.046, 0.083, 0.092, 0.081, 0.037, 0.074, 0.015, 0.052], "e_homo_ha": -0.0616, "max_force_ha_per_bohr": 0.0484, "orbital_gap_ev": 5.6, "charge": -2, "lumo_ev": 3.9, "de_lowest_kcal_mol": 52.8}

Record 2
{"formula": "C45H34N7O3PS2Se2Ti", "method": "ωB97M-V/def2-TZVPD", "species": ["Ti", "N", "C", "N", "C", "C", "S", "C", "C", "S", "C", "N", "N", "H", "H", "H", "H", "H", "H", "O", "C", "O", "C", "C", "C", "C", "C", "C", "C", "C", "C", "N", "H", "H", "H", "H", "H", "H", "Se", "Se", "C", "C", "C", "C", "C", "N", "C", "C", "C", "C", "C", "N", "H", "H", "H", "H", "H", "H", "H", "H", "O", "C", "C", "C", "C", "C", "C", "C", "P", "C", "C", "C", "C", "C", "C", "C", "C", "C", "C", "C", "C", "H", "H", "H", "H", "H", "H", "H", "H", "H", "H", "H", "H", "H", "H"], "coordinates": [[-1.63823, 1.07925, 0.20230], [-0.78204, 3.87774, 2.60129], [-0.71370, 2.62171, 3.04146], [-0.91244, 1.53552, 2.31700], [-0.86855, 0.40947, 3.13482], [-0.54929, 0.62167, 4.42408], [-0.35418, 2.30887, 4.71074], [-1.20043, -0.88647, 2.56041], [-1.48640, -2.00423, 3.25626], [-1.76260, -3.31889, 2.17933], [-1.49234, -2.25739, 0.83910], [-1.24781, -1.00759, 1.17291], [-1.55715, -2.72108, -0.41777], [-0.54263, 4.63241, 3.21857], [-0.84576, 4.05800, 1.58785], [-0.42639, -0.10475, 5.20698], [-1.58088, -2.12095, 4.32099], [-1.70359, -3.70322, -0.56284], [-1.06883, -2.21103, -1.14332], [-4.68031, -0.74779, 2.24660], [-3.99933, -0.22587, 1.38372], [-3.24855, 0.81177, 1.49205], [-4.01500, -0.79809, -0.02660], [-4.88346, -1.86064, -0.33032], [-4.90858, -2.32490, -1.60832], [-4.14616, -1.67262, -2.60218], [-4.22205, -2.05135, -3.96493], [-3.56349, -1.33485, -4.91904], [-2.82022, -0.19293, -4.54890], [-2.70375, 0.18294, -3.24099], [-3.33448, -0.57799, -2.22506], [-3.21900, -0.21991, -0.89927], [-5.47978, -2.26757, 0.47310], [-5.53613, -3.16280, -1.88926], [-4.83301, -2.90503, -4.23175], [-3.63006, -1.62317, -5.95950], [-2.33335, 0.40268, -5.31022], [-2.13441, 1.05765, -2.97694], [-0.67283, 4.12887, -0.57025], [1.67243, 1.56028, -3.50687], [2.02952, 2.17082, -1.81529], [3.06117, 3.13800, -1.63303], [3.38774, 3.63945, -0.41471], [2.69203, 3.19226, 0.72828], [1.71937, 2.26874, 0.55198], [1.39463, 1.75922, -0.67175], [-2.43403, 3.79563, -1.05602], [-3.18060, 4.65646, -1.88017], [-4.51451, 4.42096, -2.07819], [-5.11322, 3.32939, -1.43851], [-4.31744, 2.50013, -0.69379], [-2.98894, 2.68508, -0.53737], [3.57357, 3.45784, -2.52816], [4.17723, 4.37439, -0.32488], [2.91496, 3.55295, 1.72113], [1.15287, 1.85913, 1.36965], [-2.67922, 5.50766, -2.31796], [-5.10218, 5.08368, -2.70080], [-6.17084, 3.12806, -1.52366], [-4.74341, 1.65244, -0.18330], [-0.78314, 1.10818, -1.43062], [0.29674, 0.76143, -0.70788], [0.81291, -0.61718, -1.05738], [0.41442, -1.15117, -2.28861], [0.81462, -2.41023, -2.70285], [1.62989, -3.17382, -1.87952], [2.04919, -2.64944, -0.66824], [1.66685, -1.37208, -0.24364], [2.30796, -0.69784, 1.34607], [2.89994, -2.23070, 2.15898], [4.21521, -2.67108, 2.23310], [4.51594, -3.87640, 2.85910], [3.50855, -4.65911, 3.39909], [2.18828, -4.22875, 3.32723], [1.89331, -3.01751, 2.72586], [3.90278, 0.02540, 0.80417], [4.72456, 0.55346, 1.80202], [5.94575, 1.12301, 1.48648], [6.35693, 1.19140, 0.15964], [5.54194, 0.68523, -0.83937], [4.32180, 0.09983, -0.51996], [-0.19609, -0.54168, -2.93485], [0.50125, -2.78137, -3.67090], [1.95675, -4.16043, -2.18251], [2.69911, -3.24312, -0.03964], [5.01155, -2.07982, 1.79752], [5.54567, -4.20554, 2.91337], [3.74888, -5.59753, 3.88159], [1.39347, -4.83080, 3.74953], [0.86535, -2.66971, 2.68988], [4.39802, 0.51489, 2.83646], [6.57403, 1.52368, 2.27196], [7.30735, 1.64510, -0.09069], [5.84396, 0.75026, -1.87688], [3.69233, -0.27662, -1.31722]], "atomic_forces_ev_per_a": [[0.247, 0.289, 0.303], [0.004, -0.031, 0.080], [0.023, 0.054, -0.043], [0.051, 0.046, 0.041], [-0.011, -0.015, -0.060], [-0.032, 0.009, -0.009], [0.013, -0.028, 0.015], [0.045, 0.000, -0.078], [-0.059, 0.007, -0.006], [-0.049, 0.009, 0.009], [0.100, 0.058, 0.042], [-0.028, 0.008, 0.135], [-0.198, 0.016, -0.073], [0.002, -0.002, -0.005], [-0.036, 0.008, -0.005], [-0.004, -0.013, 0.018], [0.001, 0.004, 0.014], [0.084, -0.025, -0.029], [0.034, -0.033, -0.018], [0.021, 0.041, -0.049], [0.050, 0.025, 0.054], [-0.011, -0.188, -0.109], [-0.034, -0.096, 0.014], [0.030, 0.027, 0.001], [-0.029, -0.043, 0.020], [-0.016, -0.027, -0.062], [-0.020, 0.000, 0.052], [0.043, 0.037, 0.004], [-0.025, -0.033, -0.026], [-0.037, -0.049, 0.053], [0.070, 0.098, 0.013], [-0.070, -0.003, -0.127], [-0.006, -0.010, -0.004], [-0.001, -0.003, -0.008], [-0.005, -0.006, 0.002], [0.007, 0.012, -0.013], [-0.002, -0.009, -0.008], [0.018, 0.018, 0.001], [0.043, -0.071, -0.083], [0.025, 0.115, -0.039], [0.154, 0.017, -0.056], [-0.045, 0.005, -0.082], [-0.024, 0.008, 0.101], [0.029, 0.036, -0.089], [-0.024, 0.060, 0.016], [-0.122, -0.041, 0.082], [0.055, -0.011, 0.037], [0.070, 0.039, 0.003], [-0.050, -0.042, 0.019], [0.047, 0.041, -0.015], [-0.038, -0.024, 0.010], [-0.190, 0.050, -0.065], [-0.015, -0.003, -0.002], [0.009, 0.003, 0.009], [0.010, 0.004, 0.007], [-0.028, 0.030, -0.041], [-0.002, -0.001, 0.000], [0.000, 0.005, -0.002], [-0.009, -0.003, -0.001], [0.017, 0.014, -0.006], [-0.063, -0.039, -0.195], [-0.120, -0.141, 0.177], [0.039, 0.026, 0.035], [-0.049, -0.026, -0.020], [-0.001, -0.006, 0.043], [0.004, 0.034, 0.015], [0.031, 0.020, -0.025], [0.082, -0.131, 0.008], [0.079, -0.008, -0.049], [-0.303, -0.095, 0.022], [0.068, 0.001, -0.010], [0.028, 0.043, -0.030], [-0.046, -0.011, 0.022], [0.055, 0.023, 0.015], [0.030, 0.030, 0.027], [0.026, -0.024, -0.021], [-0.003, 0.043, 0.008], [-0.012, 0.016, 0.006], [0.001, -0.004, -0.013], [0.004, 0.012, 0.027], [-0.040, 0.011, 0.005], [-0.037, -0.008, 0.021], [-0.003, -0.001, -0.002], [-0.001, -0.007, -0.001], [0.008, -0.011, 0.002], [-0.024, -0.035, 0.005], [0.008, -0.010, 0.002], [0.004, -0.013, -0.007], [-0.007, -0.013, 0.007], [0.132, -0.032, -0.007], [0.015, 0.009, 0.012], [0.007, -0.005, 0.005], [0.003, 0.002, -0.002], [-0.001, -0.003, -0.008], [0.001, -0.028, -0.013]], "lowdin_charge": [1.091, 0.097, -0.672, 0.005, -0.339, -0.337, 1.072, -0.346, -0.337, 1.089, -0.659, 0.050, 0.163, 0.099, -0.075, 0.080, 0.090, 0.113, 0.073, 0.084, -0.599, -0.131, -0.201, 0.020, 0.012, -0.152, -0.034, -0.067, -0.046, -0.008, -0.169, 0.107, 0.124, 0.122, 0.113, 0.106, 0.115, 0.103, 0.822, 0.685, -0.717, -0.131, -0.052, -0.064, -0.182, -0.046, -0.711, -0.104, -0.063, -0.057, -0.120, -0.059, 0.091, 0.113, 0.112, 0.071, 0.100, 0.109, 0.103, 0.101, -0.290, -0.448, -0.215, -0.126, -0.076, -0.074, -0.072, -0.304, 1.151, -0.379, -0.083, -0.080, -0.090, -0.080, -0.111, -0.384, -0.129, -0.087, -0.088, -0.073, -0.075, 0.062, 0.110, 0.104, 0.101, 0.102, 0.103, 0.100, 0.101, 0.052, 0.109, 0.101, 0.100, 0.110, 0.101], "e_homo_ha": -0.2487, "max_force_ha_per_bohr": 0.0095, "orbital_gap_ev": 6.1, "charge": 0, "lumo_ev": -0.7, "de_lowest_kcal_mol": 1.1}

Question: charge of number 2 (C45H34N7O3PS2Se2Ti)?
Answer: 0

Question: Look up the charge of the second one.
Answer: 0

Question: The lowest charge belongs to which entry?
Answer: C40H61As3FN4OPSe2SiTi